Entry one
3 unconnected molecules or ions with the total composition C5H12O3. Source: the OMol25 dataset; level of theory: wB97M-V/def2-TZVPD.

Positions of all 20 atoms, in Å:
C: -1.01442 -0.70396 -2.53131
C: -1.08176 0.48910 -1.64135
C: -0.33201 0.63951 -0.54733
O: 0.55790 -0.35086 -0.25721
C: -0.37925 1.88130 0.22295
C: 0.56583 2.28922 1.06050
H: -1.10790 -1.67179 -2.02534
H: -1.81604 -0.66065 -3.27369
H: -0.06089 -0.77125 -3.06668
H: -1.74470 1.29723 -1.88372
H: 0.90647 -0.45236 0.64700
H: -1.27697 2.48299 0.07171
H: 1.49933 1.76512 1.23268
H: 0.55469 3.24477 1.58091
H: 0.01794 -2.61897 0.67340
H: -1.32812 -3.24495 0.98107
O: -0.46074 -3.06127 1.38456
H: 2.39962 0.55967 2.29560
H: 1.68238 -0.70356 2.81603
O: 2.41862 -0.40928 2.26023

SMILES string = C=C/C(O)=C/C.O.O
HOMO = -8.4309 eV
charge = 0
molecular weight = 120.15 g/mol
orbital gap = 9.05 eV

The Mulliken scheme yields these atomic charges, measured in e:
1 C -1.0374
2 C -0.2311
3 C 0.6836
4 O -0.4830
5 C -0.4007
6 C -0.6185
7 H 0.2390
8 H 0.3302
9 H 0.2669
10 H 0.3002
11 H 0.2950
12 H 0.2410
13 H 0.1454
14 H 0.2463
15 H 0.3366
16 H 0.3129
17 O -0.6478
18 H 0.3486
19 H 0.3452
20 O -0.6724


Entry two
2 unconnected molecules or ions with the total composition C5H12O3. Source: the OMol25 dataset; level of theory: wB97M-V/def2-TZVPD.

Positions of all 20 atoms, in Å:
C: 1.03526 -1.02088 0.83550
O: -0.06719 -1.85234 1.14251
C: 0.87484 -0.18747 -0.37187
C: -0.38512 0.69440 -0.48016
C: -0.61434 2.06184 0.17751
C: -0.43711 3.25078 -0.69695
O: -0.58697 4.30628 -0.27835
H: 1.85657 -1.83600 0.70902
H: 1.14873 -0.42200 1.80468
H: -0.79816 -1.23093 1.56889
H: 1.27728 -0.74466 -1.27882
H: 1.86256 0.36814 -0.40324
H: -1.30240 0.01464 -0.18205
H: -0.64937 0.94255 -1.56166
H: -0.06762 2.10201 1.09578
H: -1.72373 2.05355 0.41292
H: 0.02236 3.03824 -1.75682
H: -1.07883 -4.02908 -0.82551
H: -0.11272 -3.39605 0.33791
O: -0.25402 -4.11303 -0.24929

SMILES string = O=CCCCCO.O
HOMO = -10.0854 eV
charge = 0
molecular weight = 120.15 g/mol
orbital gap = 10.50 eV

The Mulliken scheme yields these atomic charges, measured in e:
1 C -0.5603
2 O -0.6125
3 C -0.2800
4 C -0.9731
5 C -0.2868
6 C -0.0678
7 O -0.3791
8 H 0.3197
9 H 0.2615
10 H 0.3158
11 H 0.3818
12 H 0.3002
13 H 0.3003
14 H 0.3958
15 H 0.3773
16 H 0.2333
17 H 0.2507
18 H 0.2941
19 H 0.4059
20 O -0.6766


Relative to the most stable one, in hartree, the structures come out at entry one 0.0000; entry two 0.0446.


Entry one
A molecular structure, C33H58CsO6P2S2. Source: the OMol25 dataset; level of theory: wB97M-V/def2-TZVPD.

Positions of all 102 atoms, in Å:
Cs: 2.38141 -1.19754 -0.18706
O: 6.84833 -0.92546 -0.20547
S: 5.49221 -0.93835 0.29531
O: 4.68422 0.20844 -0.11430
O: 4.77785 -2.19727 0.09850
C: 5.63921 -0.85704 2.11394
C: 6.95729 -0.88134 2.54695
C: 7.32237 -0.93701 3.88659
C: 6.33703 -0.98789 4.83787
C: 5.01086 -0.96908 4.42864
C: 4.62428 -0.89801 3.10337
S: 2.82629 -0.87184 2.87639
O: 2.61950 0.23405 1.95036
O: 2.26363 -0.67203 4.19268
O: 2.48843 -2.15670 2.26034
H: 7.72394 -0.86309 1.78844
H: 8.37117 -0.94837 4.15610
H: 6.57455 -1.03964 5.89449
H: 4.23265 -0.99306 5.17689
C: -0.00768 1.87970 1.70219
C: 0.15835 2.66453 0.41487
C: -0.02877 4.15733 0.70178
P: 1.69045 2.17223 -0.52019
C: 1.19581 2.43067 -2.29328
C: 2.15387 1.67984 -3.21817
C: 0.95087 3.84276 -2.81077
C: 2.88873 3.50644 -0.14942
C: 4.04098 3.51432 -1.13416
C: 3.41934 3.28865 1.26168
H: -0.95772 2.15792 2.16580
H: 0.78327 2.07422 2.42099
H: -0.01550 0.80679 1.53709
H: -0.63434 2.31505 -0.26734
H: 0.70600 4.49383 1.42918
H: -1.01282 4.34514 1.14035
H: 0.07271 4.79329 -0.17433
H: 0.24631 1.87782 -2.33469
H: 3.13836 2.13463 -3.26500
H: 1.74763 1.65775 -4.23085
H: 2.30505 0.64384 -2.89830
H: 1.83709 4.46943 -2.69136
H: 0.12718 4.33338 -2.29942
H: 0.70924 3.83172 -3.87594
H: 2.39150 4.49248 -0.20453
H: 4.49590 2.53079 -1.23821
H: 4.81058 4.20048 -0.77263
H: 3.73271 3.86454 -2.12132
H: 4.00633 2.37400 1.31435
H: 2.63361 3.19978 2.00534
H: 4.05928 4.13068 1.54112
C: -4.84525 1.88794 -0.89696
C: -3.52246 2.11631 -1.60595
C: -2.82365 0.78013 -1.85010
C: -3.04574 -0.23125 -0.71207
C: -3.28848 0.53661 0.58787
C: -4.58479 1.34654 0.51169
P: -1.62058 -1.40061 -0.57672
C: -1.88359 -2.57008 -1.97946
C: -1.22318 -2.04812 -3.26323
C: -1.60283 -2.92811 -4.44211
C: -3.09774 -2.80931 -4.75023
C: -3.90246 -2.42522 -3.51068
C: -3.32298 -3.06375 -2.25584
C: -1.96001 -2.47039 0.90204
C: -3.42963 -2.80583 1.26121
C: -3.64860 -2.93098 2.76456
C: -2.52076 -3.72461 3.39704
C: -1.18497 -2.98502 3.26065
C: -1.19178 -1.96195 2.12965
H: -5.43385 1.16967 -1.47679
H: -5.44629 2.79745 -0.85127
H: -2.89178 2.76497 -0.99194
H: -3.65161 2.64209 -2.55573
H: -1.75059 0.93893 -1.99789
H: -3.18849 0.35206 -2.78988
H: -3.96625 -0.79409 -0.93612
H: -2.43611 1.19130 0.76768
H: -3.32324 -0.12412 1.45249
H: -4.52805 2.17914 1.21846
H: -5.42361 0.72486 0.83938
H: -1.28076 -3.43978 -1.67342
H: -0.13909 -2.01090 -3.11502
H: -1.51844 -1.01794 -3.47285
H: -1.34979 -3.96427 -4.19724
H: -1.01301 -2.67982 -5.32649
H: -3.46892 -3.75646 -5.15032
H: -3.25954 -2.06973 -5.53847
H: -4.95187 -2.70644 -3.63884
H: -3.90633 -1.33810 -3.38504
H: -3.32361 -4.15178 -2.37913
H: -3.97316 -2.87067 -1.40268
H: -1.46284 -3.41074 0.61685
H: -3.70998 -3.74923 0.78222
H: -4.11925 -2.06221 0.85248
H: -4.62055 -3.39732 2.95673
H: -3.70188 -1.93669 3.21824
H: -2.46640 -4.69827 2.89810
H: -2.73222 -3.94487 4.44549
H: -0.37416 -3.69488 3.09084
H: -0.93289 -2.47453 4.19046
H: -0.15327 -1.73478 1.87064
H: -1.62226 -1.01792 2.47290

HOMO = -5.4533 eV
charge = -1
molecular weight = 809.81 g/mol
orbital gap = 7.34 eV

Atomic partial charges in e from the Mulliken method, atoms 1 to 99:
1 Cs 2.0848
2 O -0.7540
3 S 1.0461
4 O -0.6430
5 O -0.7938
6 C -0.1135
7 C -0.4787
8 C -0.6006
9 C -0.6056
10 C -0.4878
11 C -0.0905
12 S 1.1085
13 O -0.4260
14 O -0.7834
15 O -0.7674
16 H 0.5259
17 H 0.3695
18 H 0.3704
19 H 0.5109
20 C -2.1152
21 C 3.2171
22 C -1.9180
23 P 0.4988
24 C 1.3658
25 C -1.7541
26 C -1.5593
27 C 0.7464
28 C -1.7484
29 C -1.6142
30 H 0.5932
31 H 0.4791
32 H 0.4653
33 H -2.1895
34 H 0.3826
35 H 0.4556
36 H 0.3927
37 H -0.5680
38 H 0.3054
39 H 0.4989
40 H 0.2867
41 H 0.1814
42 H 0.2799
43 H 0.5013
44 H 0.4164
45 H 0.1914
46 H 0.4719
47 H 0.3131
48 H 0.0802
49 H 0.3190
50 H 0.5641
51 C -0.8348
52 C -0.5805
53 C -0.6537
54 C 0.5457
55 C 0.2620
56 C -1.0961
57 P 0.4520
58 C 0.1472
59 C -0.4731
60 C -0.9980
61 C -0.8644
62 C -0.2663
63 C -1.1429
64 C 0.2259
65 C -1.0194
66 C -0.9196
67 C -0.7299
68 C -0.8964
69 C -0.4606
70 H 0.2930
71 H 0.4788
72 H -0.0436
73 H 0.5835
74 H -0.5523
75 H 0.4387
76 H 0.6133
77 H -0.5022
78 H -0.2043
79 H 0.4723
80 H 0.3512
81 H 0.4768
82 H 0.4977
83 H 0.0746
84 H 0.3424
85 H 0.4326
86 H 0.3251
87 H 0.3554
88 H 0.5613
89 H -0.2035
90 H 0.5237
91 H 0.2531
92 H 0.6144
93 H 0.4198
94 H 0.1896
95 H 0.5249
96 H 0.2547
97 H 0.3488
98 H 0.4361
99 H 0.2357


Entry two
A molecular structure, C33H58CsO6P2S2. Source: the OMol25 dataset; level of theory: wB97M-V/def2-TZVPD.

Positions of all 102 atoms, in Å:
Cs: -1.31250 0.15560 1.52167
O: -2.81190 0.65723 3.87207
S: -3.08704 -0.65527 4.47795
O: -2.78034 -0.68417 5.89955
O: -1.57267 -1.54017 3.75307
C: -1.54097 -2.88855 3.85020
C: -1.24439 -3.48159 5.08024
C: -1.14620 -4.85294 5.20258
C: -1.35149 -5.67234 4.09569
C: -1.67258 -5.09829 2.87759
C: -1.77873 -3.71807 2.73936
S: -2.17330 -3.08752 1.10687
O: -3.18841 -2.04978 1.26806
O: -2.60649 -4.24701 0.36114
O: -0.91117 -2.49913 0.61928
H: -1.09583 -2.81524 5.91995
H: -0.91235 -5.29163 6.16580
H: -1.27216 -6.74894 4.17939
H: -1.85825 -5.71698 2.01043
C: -4.76537 5.14005 -0.61625
C: -4.34841 3.93602 0.22834
C: -3.67738 4.39803 1.52525
P: -3.30807 2.59191 -0.53513
C: -2.20921 3.32015 -1.85338
C: -1.19387 4.26613 -1.20890
C: -2.80669 3.92082 -3.12427
C: -4.52142 1.54844 -1.48856
C: -5.69657 2.23994 -2.17695
C: -5.05012 0.45536 -0.55269
H: -5.43573 5.78221 -0.03673
H: -5.28169 4.85489 -1.52768
H: -3.89893 5.74414 -0.89082
H: -5.25173 3.38299 0.51480
H: -2.73581 4.91047 1.31781
H: -3.46478 3.55398 2.18265
H: -4.32487 5.09752 2.05978
H: -1.65142 2.42584 -2.16027
H: -1.66318 5.20074 -0.89517
H: -0.40318 4.51599 -1.92108
H: -0.72988 3.81227 -0.33083
H: -3.41362 4.80114 -2.91832
H: -3.42196 3.19744 -3.65960
H: -1.99961 4.22535 -3.79766
H: -3.89629 1.06543 -2.25102
H: -6.35938 2.69626 -1.43868
H: -6.28696 1.50026 -2.72455
H: -5.39079 3.01247 -2.87972
H: -5.65723 0.88598 0.24912
H: -4.25589 -0.12151 -0.08082
H: -5.68588 -0.24179 -1.10357
C: 6.04363 1.61699 -0.14989
C: 5.14960 1.89729 -1.36777
C: 3.69587 1.46105 -1.12606
C: 3.64774 0.21522 -0.23577
C: 4.16627 0.59072 1.17218
C: 5.22347 1.70585 1.13066
P: 1.92886 -0.46255 -0.09031
C: 2.13885 -2.17445 0.58853
C: 2.06262 -2.17849 2.12479
C: 2.31671 -3.59195 2.63672
C: 3.75978 -4.04025 2.34110
C: 4.36044 -3.29607 1.14096
C: 3.30984 -3.04088 0.06289
C: 1.37413 -0.83902 -1.83233
C: 0.47007 0.29915 -2.34890
C: -0.23812 -0.06870 -3.66112
C: 0.63476 -0.95244 -4.57068
C: 2.11387 -0.73407 -4.27631
C: 2.44866 -1.24355 -2.87118
H: 6.88476 2.31333 -0.12946
H: 6.47348 0.61332 -0.22316
H: 5.54640 1.37392 -2.24227
H: 5.17295 2.96409 -1.60692
H: 3.20709 1.28481 -2.08379
H: 3.13133 2.26204 -0.63801
H: 4.32377 -0.53135 -0.66650
H: 4.59071 -0.29659 1.64628
H: 3.32893 0.90567 1.80149
H: 5.86419 1.64423 2.01272
H: 4.73644 2.68506 1.17134
H: 1.20275 -2.63607 0.26701
H: 1.06692 -1.84975 2.43099
H: 2.78324 -1.48316 2.57294
H: 1.60148 -4.25694 2.14371
H: 2.10373 -3.66004 3.70501
H: 3.77758 -5.11647 2.14834
H: 4.39053 -3.87374 3.21888
H: 5.19992 -3.86124 0.72700
H: 4.77293 -2.33883 1.47211
H: 2.91431 -4.00662 -0.26891
H: 3.77625 -2.59105 -0.81602
H: 0.71105 -1.69562 -1.66748
H: 1.05100 1.21799 -2.47303
H: -0.28318 0.52000 -1.58550
H: -0.51454 0.84921 -4.18853
H: -1.17087 -0.58901 -3.43145
H: 0.40886 -0.75461 -5.62068
H: 0.40338 -2.00759 -4.39640
H: 2.34487 0.33429 -4.35772
H: 2.74125 -1.24308 -5.01229
H: 3.44020 -0.88975 -2.58378
H: 2.51391 -2.33446 -2.89939

HOMO = -5.0702 eV
charge = -1
molecular weight = 809.81 g/mol
orbital gap = 6.92 eV

Atomic partial charges in e from the Mulliken method, atoms 1 to 99:
1 Cs 1.6770
2 O -0.6320
3 S 0.7155
4 O -0.5662
5 O -0.7172
6 C 0.0440
7 C -0.3210
8 C -0.4901
9 C -0.6479
10 C -0.4300
11 C 0.0053
12 S 0.8911
13 O -0.6803
14 O -0.8438
15 O -0.4866
16 H 0.4116
17 H 0.3660
18 H 0.3858
19 H 0.5110
20 C -1.5897
21 C 0.6113
22 C -1.5393
23 P 0.3995
24 C 2.2932
25 C -1.7691
26 C -1.7329
27 C 0.7930
28 C -1.6671
29 C -1.7824
30 H 0.4766
31 H 0.2483
32 H 0.2492
33 H 0.3358
34 H 0.2620
35 H 0.3284
36 H 0.4474
37 H -1.2751
38 H 0.2756
39 H 0.4603
40 H 0.3998
41 H 0.2665
42 H 0.3270
43 H 0.5049
44 H 0.2615
45 H 0.2896
46 H 0.4647
47 H 0.3149
48 H 0.2666
49 H 0.5052
50 H 0.4663
51 C -0.6907
52 C -0.9345
53 C -0.6204
54 C 0.5262
55 C -0.8407
56 C -0.8740
57 P -0.5332
58 C 0.3783
59 C -0.3563
60 C -0.5468
61 C -0.9237
62 C -0.5420
63 C -0.8543
64 C 0.7831
65 C -0.9221
66 C -0.6364
67 C -0.8388
68 C -0.9475
69 C -0.8276
70 H 0.4314
71 H 0.3107
72 H 0.2781
73 H 0.4705
74 H -0.1665
75 H 0.4172
76 H 0.4115
77 H -0.0296
78 H 0.3588
79 H 0.4449
80 H 0.3280
81 H 0.3679
82 H -0.0287
83 H 0.2492
84 H 0.2084
85 H 0.4375
86 H 0.3194
87 H 0.3323
88 H 0.5280
89 H -0.0467
90 H 0.4321
91 H 0.3287
92 H 0.8176
93 H 0.0864
94 H 0.0874
95 H 0.4027
96 H 0.2131
97 H 0.4553
98 H 0.3745
99 H 0.2565


Relative to the most stable one, in hartree, the structures come out at entry one 0.0252; entry two 0.0000.


Entry one
A molecular structure, C8H15N2O. Source: the OMol25 dataset; level of theory: wB97M-V/def2-TZVPD.

Positions of all 26 atoms, in Å:
C: 0.15208 -1.06991 2.09017
C: 0.75638 -1.43394 0.97981
C: -0.99266 -0.15553 2.08237
C: -1.59341 0.39365 0.74954
C: 0.51651 -0.90079 -0.42314
C: -0.41329 0.79113 -0.19385
C: 0.47945 1.75715 0.40198
C: -0.84143 1.21038 -1.54248
N: -0.19784 -1.90051 -1.03105
N: 1.75260 -0.70837 -1.15816
O: -1.47511 0.12369 3.19093
H: 0.48953 -1.30540 3.07260
H: 1.51985 -2.21309 1.16506
H: -2.07112 -0.33673 0.18435
H: -2.43448 1.01716 0.97673
H: 1.31028 2.06559 -0.20913
H: 0.91315 1.62588 1.44270
H: -0.03753 2.75458 0.53550
H: 0.05705 1.62152 -2.14138
H: -1.43328 2.09602 -1.47648
H: -1.16808 0.50395 -2.26591
H: -0.79219 -1.59576 -1.80027
H: -0.80292 -2.37284 -0.33992
H: 1.51476 -0.36359 -2.08615
H: 2.34513 -1.49084 -1.55185
H: 2.44657 -0.11339 -0.65195

HOMO = -13.1262 eV
charge = +1
molecular weight = 155.22 g/mol
orbital gap = 9.34 eV

The Mulliken scheme yields these atomic charges, measured in e:
1 C -0.2371
2 C -1.3171
3 C 0.5062
4 C -1.0972
5 C 0.5136
6 C 1.4754
7 C -1.7871
8 C -1.7897
9 N -0.6115
10 N -0.0896
11 O -0.5580
12 H 0.4948
13 H 0.3239
14 H 0.5436
15 H 0.4104
16 H 0.5179
17 H 0.3234
18 H 0.3855
19 H 0.3848
20 H 0.4441
21 H 0.3812
22 H 0.2672
23 H 0.3436
24 H 0.3611
25 H 0.4317
26 H 0.3788


Entry two
2 unconnected molecules or ions with the total composition C8H15N2O. Source: the OMol25 dataset; level of theory: wB97M-V/def2-TZVPD.

Positions of all 26 atoms, in Å:
C: 2.42424 1.45391 -1.74176
C: 1.14199 0.88890 -1.64197
C: 2.89149 1.43712 -0.42936
C: 0.96293 0.56869 -0.38021
C: -2.35197 0.43744 -0.77867
C: 2.17892 0.74844 1.80287
C: -0.22300 -2.57747 0.22927
C: -1.36358 -0.27126 0.16984
N: 1.90279 1.00219 0.43873
N: -1.18973 -1.66319 -0.42772
O: -1.61859 -0.20922 1.55382
H: 2.91638 1.49429 -2.68833
H: 0.25863 0.91393 -2.22100
H: 3.80452 1.81633 -0.15851
H: -1.91743 0.41729 -1.74668
H: -2.27447 1.55297 -0.47263
H: -3.32750 0.19411 -1.01515
H: 2.96311 1.30983 2.18908
H: 1.19241 1.11395 2.20153
H: 2.34893 -0.33653 2.01783
H: -0.38414 -2.49634 1.27575
H: -0.25336 -3.53925 -0.16863
H: 0.88285 -2.19348 0.11387
H: -1.01300 -1.67157 -1.45456
H: -2.19701 -2.03303 -0.24953
H: -1.77271 0.71996 1.50569

HOMO (alpha / beta) = -11.7473 / -11.6564 eV
charge = +1
molecular weight = 155.22 g/mol
orbital gap (alpha / beta) = 7.69 / 7.64 eV

The Mulliken scheme yields these atomic charges, measured in e:
1 C -0.8267
2 C -0.2755
3 C -0.4208
4 C 0.1729
5 C -1.3153
6 C -0.7920
7 C -0.8099
8 C 0.1757
9 N 0.1819
10 N -0.1768
11 O -0.4546
12 H 0.3942
13 H 0.3417
14 H 0.4429
15 H 0.3497
16 H 0.3544
17 H 0.4124
18 H 0.3551
19 H 0.3009
20 H 0.2338
21 H 0.3684
22 H 0.3961
23 H 0.2512
24 H 0.4594
25 H 0.4395
26 H 0.4414


Relative to the most stable one, in hartree, the structures come out at entry one 0.0000; entry two 0.1280.